[1]
Formula: C30H31F4N5O3S2Ti
Source: OMol25
Level of theory: wB97M-V/def2-TZVPD

Structure (XYZ):
```
76
Properties=species:S:1:pos:R:3:forces:R:3:lowdin_charge:R:1
Ti -0.58153 0.24051 0.59152 -0.036 0.022 0.037 0.95
C -3.01362 -1.24425 1.57447 0.003 -0.002 0.004 -0.07
N -1.65889 -0.97861 2.09696 0.001 -0.007 0.003 -0.34
C -0.99801 -2.26594 2.37300 0.006 -0.003 0.000 -0.05
C -1.71617 -0.14325 3.31142 -0.003 0.008 0.004 -0.17
C -2.19431 1.24942 2.94817 -0.011 -0.001 0.000 -0.21
N -1.48914 1.65056 1.73295 0.011 0.007 0.006 -0.12
C -1.67247 2.97874 1.35290 0.006 -0.008 0.010 -0.18
C -2.25066 3.32092 0.13048 -0.001 0.016 0.006 -0.16
F -2.69361 2.34633 -0.67758 -0.002 -0.014 -0.011 0.10
C -2.36670 4.63524 -0.27949 0.000 -0.001 -0.001 -0.21
F -2.92456 4.89469 -1.47090 0.001 -0.003 0.003 0.09
C -1.93315 5.67632 0.51584 0.001 0.006 0.001 0.08
C -1.36106 5.35834 1.73147 0.001 -0.002 -0.002 -0.21
F -0.90299 6.33354 2.52867 -0.002 -0.004 -0.002 0.10
C -1.22532 4.04509 2.13548 0.007 0.006 0.002 -0.15
F -0.59317 3.78112 3.29519 -0.005 -0.001 -0.004 0.09
H -3.62842 -1.70877 2.35340 0.000 -0.001 0.000 0.10
H -2.93047 -1.91030 0.71937 -0.002 -0.001 -0.002 0.08
H -3.47939 -0.31952 1.24100 0.000 0.002 0.000 0.09
H -1.62188 -2.87774 3.03289 -0.001 0.001 0.002 0.11
H -0.03175 -2.09638 2.84224 -0.003 0.000 0.000 0.09
H -0.84252 -2.79817 1.43682 -0.001 -0.004 -0.004 0.07
H -0.70210 -0.09035 3.71425 -0.001 0.003 0.003 0.12
H -2.36086 -0.60729 4.06705 0.002 -0.005 -0.004 0.13
H -1.98991 1.91992 3.78770 0.003 0.003 -0.002 0.12
H -3.28179 1.25700 2.79633 0.000 -0.005 0.002 0.12
H -2.03461 6.70342 0.19792 0.000 0.000 -0.001 0.14
O 0.46233 1.80428 -0.22785 0.008 0.028 -0.026 -0.57
S 1.55921 2.22251 -1.19945 -0.018 -0.025 0.009 1.10
C 2.53608 0.73564 -1.49487 0.027 -0.031 0.018 -0.30
C 1.81631 -0.40059 -2.20458 -0.021 0.034 -0.017 -0.25
C 2.49733 -1.73294 -1.91553 0.013 -0.024 -0.016 -0.25
C 1.94504 -2.87468 -2.76355 0.015 0.001 0.022 -0.47
S 0.15802 -3.12234 -2.67910 -0.036 -0.019 -0.011 0.97
O -1.26120 -0.48611 -0.68381 0.005 0.008 -0.026 -0.36
C -0.09249 -3.99889 -1.16639 0.041 0.013 -0.006 -0.52
C 0.91789 -4.35781 -0.28131 -0.005 -0.018 0.027 -0.10
C 0.61879 -5.11328 0.84743 0.012 0.009 -0.014 -0.09
C -0.68065 -5.51819 1.10511 -0.005 0.006 0.007 -0.11
C -1.69505 -5.13930 0.23205 -0.009 -0.008 -0.001 -0.10
C -1.40808 -4.38038 -0.88917 -0.005 0.006 -0.006 -0.13
C 0.76302 2.42674 -2.77242 0.013 0.009 0.007 -0.39
C 1.40990 3.22981 -3.70214 -0.008 -0.002 0.000 -0.08
C 0.83127 3.40919 -4.94865 -0.003 -0.003 -0.006 -0.07
C -0.38663 2.80734 -5.23679 0.006 0.008 0.002 -0.07
C -1.02811 2.02425 -4.28676 -0.002 -0.012 0.005 -0.04
C -0.45568 1.82136 -3.03959 -0.007 0.003 -0.011 -0.06
H 2.86367 0.45117 -0.49015 -0.003 -0.004 -0.003 0.09
H 3.41859 1.08241 -2.03911 -0.007 0.016 0.000 0.11
H 1.79721 -0.20032 -3.27972 0.005 -0.006 -0.001 0.13
H 0.77474 -0.46475 -1.88239 0.003 0.001 0.009 0.06
H 2.39173 -1.96053 -0.85399 -0.004 -0.004 0.010 0.07
H 3.57320 -1.66192 -2.11119 -0.003 0.006 0.004 0.13
H 2.45009 -3.81309 -2.53320 0.002 0.002 -0.007 0.08
H 2.12110 -2.67235 -3.82257 0.004 0.002 -0.001 0.07
H 1.94444 -4.06260 -0.43838 0.002 0.007 -0.005 0.07
H 1.42420 -5.37447 1.52208 -0.005 -0.002 0.005 0.11
H -0.90595 -6.11567 1.97898 0.001 0.000 -0.001 0.10
H -2.71755 -5.44195 0.42191 0.000 0.000 0.001 0.10
H -2.20069 -4.09455 -1.57066 0.001 0.001 0.000 0.10
H 2.34554 3.71666 -3.45251 0.000 0.000 0.001 0.11
H 1.32131 4.03055 -5.68599 0.000 0.000 0.000 0.11
H -0.84315 2.95819 -6.20615 0.000 0.000 0.000 0.11
H -1.98003 1.56327 -4.51340 0.000 0.002 -0.001 0.12
H -0.94695 1.20463 -2.29729 0.000 0.000 0.003 0.08
N 1.72591 1.13423 2.68795 0.010 0.009 -0.011 0.21
C 1.98245 -0.04468 2.08335 0.002 0.023 0.020 -0.48
O 1.12223 -0.52075 1.24417 0.020 -0.029 -0.027 -0.14
C 3.16373 -0.74065 2.35780 -0.031 -0.007 -0.015 -0.20
C 3.39507 -2.00314 1.75952 0.019 -0.016 0.025 -0.20
N 3.58338 -3.03129 1.27236 -0.014 0.004 -0.019 0.17
C 4.09808 -0.17938 3.26250 0.020 0.016 -0.014 -0.23
N 4.79965 0.36216 4.00107 -0.009 -0.006 0.011 0.14
H 0.88369 1.65005 2.47084 -0.004 -0.007 0.005 0.08
H 2.38608 1.52151 3.34200 -0.003 -0.002 0.003 0.11
```
Positions in Å, forces in eV/Å.

Properties
Relative energy (zero: lowest compared OMol25 entry of this formula, charge and spin), kJ/mol: 0.0

***

[2]
Formula: C6H12O
Source: OMol25
Level of theory: wB97M-V/def2-TZVPD

Structure (XYZ):
```
19
Properties=species:S:1:pos:R:3:forces:R:3:nbo_charge:R:1
C -0.18933 1.62681 1.16621 0.202 0.954 1.134 -0.29
C -0.04614 0.74013 2.15262 -0.154 0.360 -0.041 -0.28
C 0.99805 -0.30745 1.93166 -0.138 0.284 -0.261 -0.46
C 0.41325 -0.97678 0.62023 -0.364 0.255 -0.821 -0.07
O -0.38843 -0.05443 -0.20590 0.225 -1.073 0.041 -0.56
C 0.02176 0.41717 -1.48772 0.179 -0.359 -0.031 -0.06
C -0.50316 -0.56296 -2.51857 0.056 -0.134 -0.117 -0.63
H 0.65073 1.89926 0.52466 -0.157 -0.067 0.208 0.17
H -1.12741 2.11185 0.93184 0.015 0.268 0.333 0.20
H -0.93238 0.41063 2.69114 0.108 0.242 0.167 0.19
H 2.01169 0.08618 1.77447 -0.328 0.100 -0.169 0.21
H 1.07599 -1.00675 2.78554 -0.177 0.027 -0.682 0.22
H 1.17698 -1.39175 -0.03538 0.131 -0.243 0.166 0.18
H -0.29711 -1.74547 0.94870 0.252 0.071 -0.319 0.19
H -0.41755 1.42101 -1.67112 0.085 -0.507 0.492 0.19
H 1.11254 0.55848 -1.54241 -0.116 -0.233 0.022 0.17
H -0.21682 -0.31171 -3.54360 0.003 0.044 0.095 0.21
H -0.11320 -1.55475 -2.27459 -0.070 0.013 -0.185 0.21
H -1.59740 -0.60265 -2.45359 0.246 -0.001 -0.033 0.21
```
Positions in Å, forces in eV/Å.

Properties
Relative energy (zero: lowest compared OMol25 entry of this formula, charge and spin), kJ/mol: 280.7
SMILES: C=CCCOCC

***

[3]
Formula: CH3PSi
Source: OMol25
Level of theory: wB97M-V/def2-TZVPD

Structure (XYZ):
```
6
Properties=species:S:1:pos:R:3:forces:R:3:nbo_charge:R:1
C -0.78528 -0.98030 0.05320 0.145 5.593 -0.488 -0.84
Si 1.24928 0.26041 -0.10291 -0.727 -2.141 1.506 0.44
P -1.42142 0.47848 -0.10220 0.883 -1.597 0.571 0.62
H -0.81061 -1.96649 -0.11627 0.219 -3.425 -0.123 0.20
H 1.11096 0.99015 1.21657 0.026 0.022 -0.162 -0.20
H 0.65707 1.21775 -0.94839 -0.546 1.548 -1.304 -0.21
```
Positions in Å, forces in eV/Å.

Properties
Relative energy (zero: lowest compared OMol25 entry of this formula, charge and spin), kJ/mol: 166.0

***

[4]
Formula: C3H8NO
Source: OMol25
Level of theory: wB97M-V/def2-TZVPD

Structure (XYZ):
```
13
Properties=species:S:1:pos:R:3:forces:R:3:nbo_charge:R:1
C -0.98248 1.60240 -1.35110 -0.401 1.306 -0.040 -0.19
O 0.14056 1.11883 -1.90396 -0.419 -0.333 0.418 -0.96
H -0.86608 2.38565 -0.52854 0.365 -0.386 0.075 0.06
H -1.65876 2.21892 -2.01745 0.153 -0.155 -0.432 0.06
H -1.75822 0.92535 -0.90436 0.280 -0.581 0.026 0.06
C -0.72462 -0.79098 1.47263 0.770 1.594 -0.504 -0.48
C 1.29560 -1.19009 0.45081 0.445 -2.369 0.576 -0.06
N 0.73608 -1.04400 1.58675 -1.077 -0.678 -1.136 -0.42
H -0.85062 0.16760 0.93879 -0.254 -0.129 0.430 0.24
H -1.14081 -0.74667 2.47606 -0.258 -0.075 -0.118 0.18
H -1.22337 -1.51175 0.81468 0.160 -0.195 0.463 0.19
H 2.14123 -1.90039 0.52027 0.763 1.275 -0.192 0.14
H 0.90649 -1.10692 -0.57448 -0.526 0.726 0.433 0.20
```
Positions in Å, forces in eV/Å.

Properties
Relative energy (zero: lowest compared OMol25 entry of this formula, charge and spin), kJ/mol: 196.3
Charge: -1

***

[5]
Formula: C22H43O10Rb2
Source: OMol25
Level of theory: wB97M-V/def2-TZVPD

Structure (XYZ):
```
77
Properties=species:S:1:pos:R:3:forces:R:3:lowdin_charge:R:1
Rb -0.02317 -0.54746 4.58886 0.210 -0.409 -0.633 0.93
Rb -3.64066 1.75400 3.47248 0.249 -0.050 -0.623 0.91
O -0.34871 0.46581 -0.07835 0.661 -0.909 1.015 0.06
C -0.44040 0.17846 1.26336 -1.226 -0.442 0.721 -0.82
O 0.35280 -0.65939 1.73451 0.598 0.126 -0.035 -0.13
O -1.39256 0.69438 1.91958 -0.163 0.745 0.180 -0.22
H 0.33072 -0.21467 -0.28219 -0.251 0.653 -0.792 0.10
C -4.23453 0.03508 -0.12681 -1.256 0.690 -0.524 -0.01
C -4.99453 -1.17844 -0.62114 0.287 -0.694 0.957 -0.50
O -6.14993 -1.15924 -0.95068 -0.160 0.344 -0.164 0.10
C -4.20458 -2.46964 -0.61023 0.320 0.037 -0.977 -0.01
H -4.90535 0.89944 -0.17755 0.063 -0.048 -0.269 0.09
H -3.41416 0.18820 -0.82592 0.444 0.139 0.543 0.07
H -3.96121 -0.03947 0.92364 0.678 -0.474 -0.155 0.05
H -3.24062 -2.31992 -1.10872 0.008 0.116 0.131 0.06
H -4.73632 -3.20967 -1.20589 -0.114 -0.151 0.344 0.09
H -3.96596 -2.82924 0.38949 -0.231 0.037 0.107 0.09
C 3.89105 -0.52299 -0.43688 -0.111 1.253 0.213 -0.01
C 4.10594 0.96811 -0.68682 -0.043 -0.444 -0.583 -0.49
O 5.13136 1.51039 -0.36214 -0.028 0.237 0.153 0.08
C 2.96570 1.69612 -1.38805 0.665 0.282 1.064 -0.02
H 3.05175 -0.54763 0.26520 -0.023 -0.459 0.025 0.07
H 4.80567 -0.89035 0.01677 -0.088 -0.387 -0.079 0.08
H 3.60420 -1.01301 -1.36484 0.079 -0.191 0.055 0.08
H 3.25263 2.73998 -1.50545 0.091 -0.091 -0.457 0.08
H 2.12787 1.72137 -0.68440 -0.279 -0.369 -0.308 0.06
H 2.73113 1.17933 -2.31405 -0.328 0.151 -0.061 0.09
C 0.52258 4.01672 2.23051 -0.270 0.568 -0.525 0.00
C 0.10749 5.43506 1.88010 -0.256 0.350 0.260 -0.49
O -0.38109 5.70197 0.80987 0.017 -0.270 -0.199 0.08
C 0.26158 6.51270 2.92000 0.088 0.363 0.266 -0.02
H -0.37149 3.39418 2.15337 0.094 -0.167 0.184 0.06
H 0.98758 3.98162 3.21078 0.099 -0.282 -0.022 0.08
H 1.18426 3.70598 1.42043 0.189 -0.231 0.254 0.09
H 0.23490 7.49155 2.44582 0.077 -0.053 -0.093 0.09
H 1.16812 6.41443 3.51835 0.022 -0.073 -0.076 0.08
H -0.58107 6.50153 3.61897 -0.018 -0.242 -0.031 0.09
C -1.62249 -0.08600 -3.38949 0.395 0.875 -0.009 -0.01
C -0.45582 -0.86622 -3.95678 -0.036 -0.005 0.248 -0.49
O 0.54794 -1.01055 -3.29335 0.152 -0.112 0.093 0.05
C -0.59071 -1.43328 -5.34226 -0.002 0.101 0.125 -0.01
H -1.25096 0.57843 -2.60734 0.102 -0.338 0.224 0.06
H -2.38376 -0.73798 -2.96357 -0.133 -0.055 -0.249 0.08
H -2.02755 0.60550 -4.13148 -0.385 -0.431 -0.160 0.09
H -1.38134 -2.18631 -5.35171 -0.048 0.030 -0.029 0.09
H 0.34491 -1.88272 -5.66161 0.008 0.000 0.003 0.09
H -0.88628 -0.63208 -6.02114 -0.016 -0.081 -0.091 0.09
C 1.99246 -3.83462 -0.51602 0.249 0.674 0.172 -0.01
C 0.63089 -4.29982 -0.92426 -0.227 -0.304 0.260 -0.50
O 0.47176 -5.34113 -1.50853 -0.017 -0.244 -0.214 0.08
C -0.55082 -3.43050 -0.55054 0.261 -0.487 -0.031 -0.01
H 2.21152 -2.90345 -1.04851 0.076 -0.126 -0.134 0.07
H 2.75622 -4.57773 -0.72179 -0.042 -0.039 -0.083 0.09
H 2.01690 -3.53791 0.53667 -0.104 -0.153 0.040 0.07
H -0.57262 -3.30472 0.53368 0.094 0.383 -0.039 0.08
H -1.45147 -3.96597 -0.84183 -0.047 0.193 -0.199 0.08
H -0.43234 -2.48072 -1.07557 -0.257 0.155 0.198 0.07
C -1.95017 3.19996 -0.78201 0.264 0.081 0.048 -0.02
C -1.38393 4.04874 -1.91208 -0.573 -0.108 0.001 -0.48
O -2.15490 4.59735 -2.66512 0.133 0.104 0.017 0.07
C 0.09927 4.10793 -2.12022 0.340 0.197 -0.476 -0.01
H -1.27359 3.09080 0.06362 0.023 0.121 -0.030 0.05
H -2.12487 2.18870 -1.15312 -0.011 0.023 -0.098 0.06
H -2.90182 3.63143 -0.47770 -0.022 0.005 0.011 0.09
H 0.31076 4.29058 -3.17547 -0.167 -0.282 -0.055 0.09
H 0.57774 3.18716 -1.79134 0.122 0.071 0.102 0.06
H 0.54831 4.97916 -1.63804 -0.198 -0.189 0.476 0.09
C 2.09096 -5.38103 4.45425 0.144 0.289 -0.549 0.00
C 1.70794 -3.95604 4.16004 0.181 0.010 0.110 -0.49
O 0.58429 -3.53618 4.35365 -0.088 0.407 0.121 -0.02
C 2.80973 -3.05865 3.62112 -0.302 0.166 -0.363 -0.02
H 1.42569 -5.87987 5.15009 -0.026 0.147 0.123 0.09
H 3.13665 -5.40564 4.75931 -0.055 -0.224 0.132 0.09
H 2.02594 -5.90353 3.49296 0.089 -0.081 0.047 0.10
H 3.40030 -2.66939 4.45302 0.142 -0.211 0.027 0.10
H 2.41395 -2.20353 3.06727 -0.264 -0.071 0.116 0.06
H 3.46035 -3.58543 2.92315 0.147 -0.146 0.249 0.09
```
Positions in Å, forces in eV/Å.

Properties
Relative energy (zero: lowest compared OMol25 entry of this formula, charge and spin), kJ/mol: 171.3
Charge: +1

***

For the records above, the corresponding highest occupied orbital energy values read -0.293; -0.305; -0.310; -0.080; -0.406 Ha.
For the records above, the corresponding gap between HOMO and LUMO values read 8.15; 9.35; 8.03; 6.36; 6.82 eV.
For the records above, the corresponding F_max values read 0.06; 1.50; 5.62; 2.48; 1.53 eV/Å.